# 1
Entry from the OMol25 dataset: a 2-piece molecular cluster, C6H6N2O2 overall in a non-equilibrium geometry (ωB97M-V/def2-TZVPD).

Computed properties:
**Frontier orbital gap**: 8.7 eV
**Maximum force**: 3.5 eV Å⁻¹
**HOMO energy**: -8.9 eV

```
! wB97M-V def2-TZVPD RIJCOSX def2/J DEFGRID3
* xyz 0 1
O 3.47935 -0.48185 0.28226
O 2.32844 -1.23801 0.68380
N 2.02776 1.46510 -0.82999
N -2.04064 -0.58384 -1.17778
C -0.25550 0.56690 -0.23671
C 0.99561 1.08500 -0.49990
C -0.82568 0.49920 0.98826
C -0.87204 -0.03283 -1.29402
C -2.67040 -0.52271 0.02209
C -2.07840 -0.07402 1.14388
H -2.46099 -0.01894 2.10003
H -3.54046 -1.16564 -0.07370
H 3.04740 0.35243 -0.02171
H 3.62328 -0.82789 -0.59941
H -0.38795 0.97303 1.80917
H -0.36979 0.00406 -2.29626
*
```


# 2
Entry from the OMol25 dataset: a 2-piece molecular cluster, C6H6N2O2 overall in a non-equilibrium geometry (ωB97M-V/def2-TZVPD).

Computed properties:
**Frontier orbital gap**: 9.7 eV
**Maximum force**: 3.6 eV Å⁻¹
**HOMO energy**: -9.3 eV

```
! wB97M-V def2-TZVPD RIJCOSX def2/J DEFGRID3
* xyz 0 1
O -0.41982 -1.74291 -1.51193
O 1.93270 2.24901 -0.66251
N 0.63887 -1.40294 0.43050
N 0.99876 0.18149 -1.45982
C -4.33509 0.74655 0.11545
C 2.16294 0.36316 0.73638
C 1.69586 1.08060 -0.49947
C 0.36364 -0.99749 -0.97406
C -3.17744 0.81694 0.40360
C 1.65038 -0.83977 1.19045
H -5.28992 0.57990 -0.35867
H 2.97808 0.82828 1.20952
H 0.55345 0.69790 -2.27343
H 1.96112 -1.17196 2.19908
H -2.14309 0.92718 0.76889
H 0.42956 -2.31594 0.68605
*
```